P:
Below is 3 unconnected molecules or ions with the total composition C3H10OS2, with properties calculated with wB97M-V/def2-TZVPD.

The geometry in XYZ format:
```
16
C3H10OS2, DFT wB97M-V/def2-TZVPD
C -0.55254 0.59030 -1.38573
C -0.69933 -0.97309 -1.31416
C 0.24750 1.03192 -0.16885
S 1.83149 0.38218 -0.62535
S -2.73239 -0.15246 0.67782
H 0.06598 0.89573 -2.28365
H -1.53608 1.06306 -1.44877
H -0.85127 -1.11389 -0.17871
H 0.31450 -1.36328 -1.68458
H -1.60069 -1.29986 -1.85956
H 0.25933 2.12206 -0.15642
H -0.21199 0.48693 0.67666
H -2.83188 -0.41524 2.00594
H 2.95319 -1.26168 2.84698
H 2.89133 -1.05364 1.25934
O 2.62353 -0.70380 2.14946
```

Results
Multiplicity = 2
HOMO energy (alpha / beta) = -13.64 / -13.20 eV
<S²> = 1.69
Net charge = +1

In elementary charge units, the Löwdin charges are: -0.405 -0.183 -0.513 1.196 0.589 0.111 0.098 -0.001 0.082 0.089 0.118 0.063 -0.207 0.044 0.009 -0.091

---

Q:
Below is 2 unconnected molecules or ions with the total composition C3H10OS2, with properties calculated with wB97M-V/def2-TZVPD.

The geometry in XYZ format:
```
16
C3H10OS2, DFT wB97M-V/def2-TZVPD
C 0.91481 0.35162 -0.80992
C 0.81391 -1.02721 -1.47405
C 1.15688 0.15918 0.68719
S 0.76481 1.66248 1.64464
S -0.06418 0.86344 3.35000
H 1.73143 0.91571 -1.26672
H 0.00398 0.92532 -0.97982
H 1.64409 -1.67072 -1.18029
H 0.86860 -0.91881 -2.55198
H -0.13809 -1.48598 -1.20424
H 0.52311 -0.63144 1.09547
H 2.20880 -0.01030 0.93909
H -1.14990 0.53482 2.61326
H -3.84165 0.12866 -0.06577
H -2.38069 0.41804 -0.29019
O -3.05591 -0.21483 -0.50667
```

Results
Multiplicity = 2
HOMO energy (alpha / beta) = -14.93 / -14.93 eV
<S²> = 0.75
Net charge = +1

In elementary charge units, the Löwdin charges are: -0.303 -0.079 -0.485 0.753 0.577 0.119 0.097 0.088 0.087 0.084 0.078 0.110 -0.126 0.049 -0.007 -0.041

---

Calculated relative energies: P 4.053; Q 0.000, given in eV

---

P:
Below is 2 unconnected molecules or ions with the total composition C4H9NO2S2, with properties calculated with wB97M-V/def2-TZVPD.

The geometry in XYZ format:
```
18
C4H9NO2S2, DFT wB97M-V/def2-TZVPD
C -2.73482 0.25032 1.25999
C -0.52558 1.00049 -1.26535
C 0.68658 0.34104 0.76082
C -0.50703 0.14415 -0.02090
N -0.52563 -1.36601 -0.26383
O -2.58265 1.29833 1.70425
O -3.09395 -0.83113 0.98646
S 0.65241 -0.45199 2.55545
S 2.35211 -0.18602 -0.13583
H -1.44271 1.00440 -1.75281
H 0.27511 0.66854 -1.82117
H -0.46478 2.07054 -0.95908
H 0.83182 1.46610 0.82643
H -0.97210 -1.44862 -1.15609
H -1.08055 -1.78172 0.47881
H 0.43543 -1.77954 -0.22264
H 0.43037 0.81294 3.19717
H 2.34018 -1.41424 0.23858
```

Results
HOMO energy = -7.10 eV
Net charge = 0

In elementary charge units, the Löwdin charges are: -0.490 -0.092 -0.866 -0.536 0.144 0.183 0.133 0.595 0.646 0.049 0.021 0.107 0.082 0.142 0.110 0.098 -0.091 -0.234

---

Q:
Below is C4H9NO2S2 in the gas phase, with properties calculated with wB97M-V/def2-TZVPD.

The geometry in XYZ format:
```
18
C4H9NO2S2, DFT wB97M-V/def2-TZVPD
C -2.53405 0.01154 -0.13182
C -1.12613 -0.11703 0.49553
N -0.13842 -0.18985 -0.55515
C 1.25274 -0.25147 -0.10608
S 2.28573 -0.09617 -1.67875
S 1.61325 -1.87575 0.68996
C 1.52802 0.95464 0.76038
O 2.08287 0.93047 1.80916
O 0.96348 2.06420 0.24633
H -2.46068 0.80646 -0.91675
H -2.81930 -0.75201 -0.77521
H -3.18187 0.17316 0.65855
H -1.18581 -0.91558 1.23549
H -0.94338 0.75934 1.05267
H -0.23152 -0.94120 -1.20121
H 1.49841 -0.97625 -2.26489
H 2.81527 -1.40312 1.22248
H 0.58142 1.81862 -0.54070
```

Results
SMILES = CCNC(S)(S)C(=O)O
HOMO energy = -9.16 eV
Net charge = 0

In elementary charge units, the Löwdin charges are: -0.059 -0.269 -0.124 -1.010 0.774 0.738 -0.613 0.126 0.129 0.095 0.045 0.051 0.110 0.100 0.084 -0.145 -0.072 0.041

---

R:
Below is 2 unconnected molecules or ions with the total composition C4H9NO2S2, with properties calculated with wB97M-V/def2-TZVPD.

The geometry in XYZ format:
```
18
C4H9NO2S2, DFT wB97M-V/def2-TZVPD
C 0.20748 -1.47981 -1.10113
C 2.66834 -0.64612 -0.11547
C -1.56640 1.03736 -0.70717
C -1.43225 0.05672 0.28718
N -0.73310 0.25980 1.41569
O 0.40401 -1.68938 -2.26603
O 0.83925 -1.89131 1.43401
S -2.98151 2.29134 -0.44839
S 1.55130 -2.16666 0.11084
H 3.27337 -0.78592 -0.94341
H 3.31347 -0.65603 0.81485
H 2.24952 0.45141 -0.11330
H -0.71237 1.62119 -0.63271
H -1.80133 0.74048 -1.68352
H -2.24688 -0.75475 0.34736
H -0.05277 1.08889 1.21817
H -0.32341 -0.63230 1.81260
H -2.65670 3.15510 0.57041
```

Results
HOMO energy (alpha / beta) = -7.04 / -7.04 eV
Net charge = 0

In elementary charge units, the Löwdin charges are: -0.368 -0.265 -0.505 -0.276 0.099 -0.073 -0.661 0.686 0.867 -0.006 0.053 0.079 0.047 0.060 0.162 0.156 0.086 -0.142

---

Calculated relative energies: P 1.718; Q 0.000; R 3.922, given in eV

---

P:
Below is 3 unconnected molecules or ions with the total composition C2H11N2O2, with properties calculated with wB97M-V/def2-TZVPD.

The geometry in XYZ format:
```
17
C2H11N2O2, DFT wB97M-V/def2-TZVPD
C -0.09434 -0.79701 1.61143
C -1.44396 -1.06024 1.51145
N -2.38322 -1.01583 2.51206
N 0.81442 -1.66344 0.60472
H 0.68905 -0.18544 2.05984
H -1.92750 -0.79372 0.61549
H -3.13829 -1.70746 2.28495
H -2.68309 -0.07789 2.65646
H 0.38951 -2.61709 0.47908
H 1.00448 -1.00965 -0.16384
H 1.66739 -2.15050 0.93941
H 2.68773 0.38859 -2.15380
H 2.14782 0.74680 -0.65669
O 2.03807 0.14807 -1.35357
H 0.34687 4.02982 -2.92778
H -0.15829 4.25727 -4.31821
O 0.04333 3.50772 -3.70099
```

Results
HOMO energy = -13.64 eV
Net charge = +1

In elementary charge units, the Löwdin charges are: 0.029 -0.210 0.040 0.156 0.118 0.125 0.131 0.095 0.174 0.091 0.171 0.159 0.001 -0.080 0.038 0.059 -0.097

---

Q:
Below is 3 unconnected molecules or ions with the total composition C2H11N2O2, with properties calculated with wB97M-V/def2-TZVPD.

The geometry in XYZ format:
```
17
C2H11N2O2, DFT wB97M-V/def2-TZVPD
C -0.48514 -1.73627 -2.10459
N 0.43054 0.19182 0.84310
C -0.29439 -0.66670 0.15957
N 0.16548 -1.37898 -0.83923
H -0.84123 -2.76229 -2.03046
H 0.18049 -1.61325 -2.95051
H -1.37225 -1.13127 -2.24902
H 1.33395 0.57837 0.62637
H -0.03113 0.62344 1.62738
H -1.35636 -0.48480 0.29978
H 1.15484 -1.53490 -0.74351
H 0.80342 4.22889 -2.17995
H -0.16775 3.63501 -1.17891
O 0.60288 3.43493 -1.69083
H -0.03706 -1.19679 4.32807
H -0.27213 0.25014 4.28589
O 0.18583 -0.43734 3.79686
```

Results
HOMO energy = -14.50 eV
Net charge = +1

In elementary charge units, the Löwdin charges are: -0.009 0.198 -0.129 0.024 0.097 0.103 0.095 0.147 0.108 0.169 0.159 0.037 0.016 -0.053 0.043 0.046 -0.050

---

R:
Below is 3 unconnected molecules or ions with the total composition C2H11N2O2, with properties calculated with wB97M-V/def2-TZVPD.

The geometry in XYZ format:
```
17
C2H11N2O2, DFT wB97M-V/def2-TZVPD
C 0.20122 0.29593 1.27205
C -0.22293 1.60981 1.70812
N -1.57457 1.77310 2.20430
N -0.49182 -0.78027 0.85885
H 1.26765 0.48647 0.79462
H 0.59380 2.22282 2.06319
H -1.43093 2.05365 3.20088
H -2.33311 2.39547 1.77961
H -1.96563 0.74365 2.15069
H 0.15835 -1.59464 0.79358
H -1.50615 -0.91804 0.86576
H 1.47930 0.28716 -5.64717
H 1.23696 1.76920 -5.51588
O 1.09665 1.00607 -6.14928
H 1.46626 -4.21116 0.33076
H 0.90714 -3.78685 -0.79876
O 1.11781 -3.35240 0.08868
```

Results
HOMO energy = -13.00 eV
Net charge = +1

In elementary charge units, the Löwdin charges are: -0.171 -0.146 0.121 0.088 0.174 0.098 0.179 0.200 0.193 0.089 0.119 0.016 0.063 -0.079 0.040 0.095 -0.079

---

Calculated relative energies: P 3.922; Q 0.000; R 2.280, given in eV

---

P:
Below is a molecular structure, C4H3N3, with properties calculated with wB97M-V/def2-TZVPD.

The geometry in XYZ format:
```
10
C4H3N3, DFT wB97M-V/def2-TZVPD
C 1.93454 -0.09852 -0.17179
C 1.53392 -0.41021 1.01591
C 0.20000 -0.17278 0.55523
C -0.16923 0.96208 -0.27117
N -1.42560 0.67591 -0.83112
N -1.79554 -0.47062 -0.45449
N -0.84117 -1.00730 0.38019
H 1.05750 0.70879 -0.91482
H 0.03951 1.99202 0.00158
H -0.95125 -1.95759 0.70308
```

Results
HOMO energy = -10.02 eV
Net charge = 0

In elementary charge units, the Löwdin charges are: 0.092 -0.068 -0.396 -0.177 0.020 0.024 0.079 0.130 0.135 0.161

---

Q:
Below is 2 unconnected molecules or ions with the total composition C4H3N3, with properties calculated with wB97M-V/def2-TZVPD.

The geometry in XYZ format:
```
10
C4H3N3, DFT wB97M-V/def2-TZVPD
N -0.51982 -2.81141 -0.21878
C -0.15848 -1.80575 -0.62149
C 0.38084 -0.55967 -1.03570
C 1.09608 0.14800 -0.19873
N 1.62681 0.82248 0.63246
H 0.11242 -0.09861 -2.11035
H 2.61945 0.62103 0.76725
C -1.74093 1.12699 0.97209
N -2.03733 1.40136 -0.10461
H -1.37903 1.15559 1.91786
```

Results
SMILES = N#CC=C=N.C#N
HOMO energy = -9.75 eV
Net charge = 0

In elementary charge units, the Löwdin charges are: 0.142 -0.276 -0.138 -0.225 0.189 0.169 0.100 -0.069 0.082 0.025

---

R:
Below is C4H3N3 in the gas phase, with properties calculated with wB97M-V/def2-TZVPD.

The geometry in XYZ format:
```
10
C4H3N3, DFT wB97M-V/def2-TZVPD
N -0.51619 2.87762 -1.11672
C -0.80022 1.70563 -0.80997
C -0.53200 0.45598 -0.19268
C -1.38898 -0.08161 0.81809
N -1.79266 -0.60355 1.77670
C 0.75101 -0.06531 -0.41681
N 0.90071 -1.30537 0.06920
H 1.46884 0.31984 -0.99241
H -0.02915 -1.67200 0.60343
H 1.93866 -1.63123 0.26118
```

Results
SMILES = N#CC(C#N)=CN
HOMO energy = -9.10 eV
Net charge = 0

In elementary charge units, the Löwdin charges are: 0.120 -0.179 -0.279 -0.212 0.158 -0.100 0.064 0.097 0.160 0.171

---

S:
Below is C4H3N3 in the gas phase, with properties calculated with wB97M-V/def2-TZVPD.

The geometry in XYZ format:
```
10
C4H3N3, DFT wB97M-V/def2-TZVPD
H -1.04616 -1.93318 1.19127
N -0.76376 -1.12891 0.63969
C 0.41458 -1.25454 0.17912
C 0.98185 -0.04742 -0.45687
N 1.12574 1.23547 0.26072
C -0.05493 1.09886 -0.12349
C -1.23309 1.90930 -0.25210
N -2.20362 2.52472 -0.42441
H 0.99248 -2.18182 0.18876
H 1.78690 -0.22245 -1.20269
```

Results
SMILES = [H]/N=C/[C@@H]1N=C1C#N
HOMO energy = -10.03 eV
Net charge = 0

In elementary charge units, the Löwdin charges are: 0.062 0.112 -0.217 -0.187 0.178 -0.232 -0.124 0.167 0.112 0.128

---

Calculated relative energies: P 4.725; Q 0.260; R 0.000; S 1.339, given in eV